ORCA calculation (wB97M-V/def2-TZVPD) on a molecular structure, C13H11BrF4N2NaO at a distorted geometry.

The geometry in XYZ format:
```
33
Properties=species:S:1:pos:R:3:forces:R:3
O 2.7623 -2.3489 1.6362 0.58 -0.65 0.76
C 3.5091 -1.6392 0.5911 -1.10 0.60 -0.40
C 2.5760 -0.5516 -0.0357 1.00 -0.52 0.10
C 3.1078 0.8652 0.2561 -0.52 0.11 -0.40
C 2.1801 2.0303 -0.2415 -0.45 0.11 0.83
C 0.7525 1.5781 -0.5359 0.57 0.35 0.11
N 0.0426 1.2204 0.5035 -0.29 -0.06 -0.83
C -1.2180 0.7787 0.2122 0.57 0.15 0.34
C -2.0581 0.3251 1.2619 0.16 -0.01 0.32
F -1.5755 0.3547 2.5175 0.11 0.09 -0.24
C -3.3028 -0.1651 1.0623 -0.57 -0.28 -0.53
C -3.7763 -0.2259 -0.2810 -0.02 0.07 0.54
C -5.1469 -0.7953 -0.6281 0.82 -0.31 -0.31
F -5.9613 0.1495 -1.1171 -0.10 -0.21 0.40
F -5.0111 -1.7282 -1.6041 -0.14 0.21 0.25
F -5.7117 -1.4122 0.4200 -0.15 0.40 -0.16
C -3.0035 0.2215 -1.3075 -0.05 0.07 -0.70
C -1.6905 0.7333 -1.1052 -1.98 -0.63 -0.20
N -0.9891 1.1327 -2.2121 0.94 0.12 1.62
C 0.1953 1.5300 -1.8713 0.75 0.28 -1.04
Br 1.3382 2.0732 -3.3389 -0.43 -0.21 0.46
H 2.8565 -1.8776 2.4751 -0.22 0.78 -0.49
H 4.4051 -1.1948 1.0426 -0.06 -0.28 -0.33
H 3.7194 -2.3926 -0.1750 0.32 0.10 0.44
H 1.5818 -0.7518 0.3845 0.23 0.31 -0.18
H 2.5398 -0.7449 -1.1202 -0.15 0.24 0.30
H 4.0791 0.9968 -0.2417 -0.15 -0.16 0.31
H 3.2485 0.9685 1.3439 0.04 -0.01 -0.35
H 2.6150 2.6244 -1.0480 -0.08 -0.44 0.05
H 2.0727 2.7165 0.6153 0.03 -0.13 -0.37
H -3.8969 -0.5224 1.9020 0.14 0.12 -0.24
H -3.4000 0.1763 -2.3228 0.27 0.06 0.20
Na 3.1596 -4.1244 2.9619 -0.06 -0.29 -0.23
```
Forces are in eV/Å.

Summary:
highest occupied orbital energy	-11.6	eV
total charge	+1
max |F|	2.088	eV/Å